[1]
Here is H7PSi2 in the gas phase from the Open Molecules 2025 dataset. Energies are from wB97M-V/def2-TZVPD.

Geometry (Å):
1 H 1.82 -1.01 0.71
2 P -0.42 0.38 -1.11
3 H 2.18 1.15 0.74
4 H 2.28 0.40 -1.47
5 H -0.65 -0.46 -1.89
6 H -0.57 -0.04 1.46
7 Si -1.63 -0.25 0.49
8 H -2.46 1.07 0.87
9 H -2.17 -1.48 0.44
10 Si 1.63 0.25 -0.25

For the LUMO energy, the calculation gives 0.72 eV. The calculation puts the HOMO energy at -8.772 eV. The orbital gap is 9.497 eV.

Atomic partial charges in e from the natural (NBO) method, atoms 1 to 5: H -0.15; P -0.30; H -0.13; H -0.16; H -0.03

[2]
Here is C27H44CeN3OP3 as an isolated structure from the Open Molecules 2025 dataset. Energies are from wB97M-V/def2-TZVPD.

Geometry (Å):
1 N -0.38 -0.72 2.15
2 H 2.27 2.75 2.93
3 H -2.00 1.26 5.17
4 C -1.83 3.56 -0.33
5 H -1.39 -3.56 -2.17
6 H -4.39 -1.56 -7.13
7 H 0.32 2.80 -3.39
8 H 3.03 2.44 -0.71
9 C -0.56 0.97 8.25
10 C 1.59 1.91 2.77
11 C -0.59 1.56 9.57
12 H 3.07 1.58 -2.58
13 C -0.76 -3.86 -0.15
14 H -2.14 4.47 -0.86
15 H 3.46 -0.42 0.40
16 H 3.16 -2.33 -2.70
17 H 2.94 -0.58 2.10
18 H -1.13 3.84 0.46
19 H 0.40 -1.25 -3.89
20 H -2.52 -2.89 -0.88
21 H -0.48 4.28 -2.81
22 C -2.51 1.94 -2.58
23 N -0.31 -0.63 4.38
24 H -0.96 -4.08 -6.68
25 H 4.08 0.73 1.65
26 H 3.24 -2.01 -0.94
27 C 0.53 -1.67 3.96
28 H 3.29 3.17 0.91
29 H 1.15 -1.37 6.47
30 C -1.34 0.90 5.95
31 H 0.56 2.22 2.93
32 C -0.42 -0.11 5.68
33 P -1.10 2.34 -1.48
34 H 2.02 -0.87 -4.52
35 C -2.14 -1.67 -4.59
36 C 0.02 3.36 -2.50
37 C 3.32 0.54 -2.36
38 H -3.99 -0.56 -4.88
39 C -2.69 -2.87 -7.06
40 H 0.95 -2.41 1.90
41 C -0.87 -0.11 3.25
42 H -1.10 -3.83 0.88
43 H 3.97 0.50 -1.49
44 H -2.13 2.22 7.47
45 C -1.37 -2.75 -5.04
46 H -1.60 0.70 3.23
47 H 0.23 -4.27 -0.33
48 H 0.93 3.62 -1.95
49 H 1.83 1.12 3.49
50 C 3.21 0.14 1.32
51 C 2.55 2.74 0.23
52 C 0.42 -0.59 6.68
53 C -1.59 -3.43 -1.11
54 H 0.83 0.44 -4.16
55 C 1.23 -0.54 -3.83
56 C -1.62 -3.31 -6.30
57 H 1.10 -2.26 4.66
58 O -1.57 -0.85 -3.58
59 N -0.61 2.02 10.64
60 H 3.84 0.11 -3.22
61 H -2.94 2.85 -3.02
62 C -3.31 -1.31 -5.28
63 H -2.06 -0.73 -2.70
64 H 1.77 3.48 0.00
65 C -1.40 1.45 7.24
66 P 1.82 1.30 1.07
67 H -0.51 -3.08 -4.46
68 C -3.54 -1.89 -6.53
69 C 0.49 -1.73 2.61
70 H -3.29 1.44 -1.99
71 C 0.36 -0.04 7.96
72 H 1.82 -2.84 -1.62
73 H -2.19 1.24 -3.35
74 C 2.57 -2.06 -1.81
75 H 1.01 -0.43 8.74
76 H -2.72 3.14 0.17
77 H -2.90 -3.33 -8.03
78 Ce -0.31 0.06 -0.20
79 P 1.80 -0.42 -2.08

For the LUMO energy (alpha / beta), the calculation gives -9.90 / -9.82 eV. The calculation puts the HOMO energy (alpha / beta) at -15.642 / -15.642 eV. The total charge is +3. As for the expectation value of S²: 0.7510. As for the spin multiplicity: 2. The orbital gap (alpha / beta) is 5.742 / 5.819 eV.

Atomic partial charges in e from the Mulliken method, atoms 1 to 5: N 0.06; H 0.59; H 0.28; C -1.26; H 0.19

[3]
Here is a 2-piece molecular cluster, CHClN4OP overall from the Open Molecules 2025 dataset. Energies are from wB97M-V/def2-TZVPD.

Geometry (Å):
1 N 1.25 0.71 -2.13
2 N -0.64 1.22 -1.20
3 H -2.41 -2.13 1.69
4 O -1.37 -2.27 1.68
5 P -0.07 0.49 1.43
6 Cl 1.69 -0.27 2.02
7 N 0.00 1.18 -2.35
8 C 0.20 0.70 -0.25
9 N 1.35 0.37 -0.89

For the LUMO energy (alpha / beta), the calculation gives 1.33 / 1.33 eV. The calculation puts the HOMO energy (alpha / beta) at -4.601 / -4.591 eV. The total charge is -1. The orbital gap (alpha / beta) is 5.929 / 5.920 eV.

Atomic partial charges in e from the natural (NBO) method, atoms 1 to 5: N -0.12; N -0.26; H 0.40; O -1.08; P 1.00

[4]
Here is C24H45Cl5F2I2KN3NaO13S as an isolated structure from the Open Molecules 2025 dataset. Energies are from wB97M-V/def2-TZVPD.

Geometry (Å):
1 H 0.99 2.04 0.49
2 H 1.11 -1.13 0.94
3 H 1.51 2.60 6.47
4 H -2.43 -1.65 -5.53
5 H 6.50 -2.17 7.36
6 O -1.57 8.99 -6.92
7 Cl -6.89 -2.16 0.03
8 H 2.91 -6.96 4.15
9 C -1.94 -0.10 0.44
10 H -1.69 -5.34 -7.01
11 C 0.48 -0.18 0.80
12 H -4.07 1.27 1.97
13 C -6.22 -1.58 -1.51
14 O 0.42 4.62 4.27
15 H -0.76 10.84 -6.46
16 H 0.80 -1.64 6.56
17 C 0.80 4.22 5.36
18 H 6.36 -0.39 7.55
19 H -2.51 10.80 -6.74
20 C -4.14 1.25 0.83
21 H 1.88 0.91 -0.70
22 C -2.74 1.03 0.10
23 H -2.38 -3.37 -3.41
24 C 3.61 -4.27 3.57
25 H -6.97 -1.70 -2.29
26 H 4.05 -7.28 2.82
27 C -3.36 7.75 -4.45
28 O 4.70 -1.50 8.15
29 H -2.03 6.51 -6.04
30 H -3.81 6.75 -4.43
31 N 1.20 2.95 5.58
32 C 1.50 0.99 0.41
33 O -2.09 -2.31 -1.25
34 C -0.63 8.15 -6.28
35 O 4.46 -1.28 5.90
36 C 3.73 -6.54 3.55
37 O 3.25 -5.37 2.87
38 O 0.29 -2.32 -1.90
39 K 3.84 2.40 0.07
40 C -2.69 -3.52 -4.44
41 H -3.37 -4.77 -6.89
42 H -5.34 -2.17 -1.75
43 O 2.73 1.00 1.24
44 I -2.12 2.46 -1.42
45 H 0.08 8.73 -5.67
46 H -4.54 2.28 0.50
47 Cl -0.44 -8.05 -4.90
48 S -0.67 -2.02 -0.78
49 H 0.57 5.99 6.33
50 H -0.56 6.39 -5.06
51 C 4.44 -4.65 4.76
52 H 3.81 -4.63 5.66
53 H -1.86 10.16 -5.22
54 H -3.77 -3.34 -4.50
55 H -0.08 0.06 1.78
56 C -1.95 -2.63 -5.41
57 C -1.32 7.08 -5.44
58 C 2.43 0.77 2.64
59 Cl 1.49 -6.70 -6.60
60 I -2.77 -1.41 2.00
61 H 5.06 -6.69 5.28
62 C -2.37 -4.66 -6.47
63 H -3.08 -5.67 -4.67
64 H 2.03 -2.34 5.50
65 H -0.91 -2.47 -5.11
66 N 0.85 5.03 6.45
67 C 1.13 -7.23 -4.96
68 H -1.38 -5.20 -4.64
69 O 3.27 -3.14 3.28
70 O -1.95 7.66 -4.29
71 O 2.69 -1.57 7.32
72 C 6.11 -1.37 7.98
73 H 1.89 -0.56 5.69
74 C -1.68 10.26 -6.29
75 H 6.57 -1.43 8.96
76 H 2.87 -0.12 3.21
77 H 1.16 4.73 7.36
78 Na -1.60 4.91 -0.59
79 H 5.30 -3.98 4.87
80 H -3.63 8.26 -5.38
81 O 1.62 1.49 3.26
82 H 5.79 -6.02 3.82
83 Cl 1.15 -5.86 -3.84
84 H -3.76 8.33 -3.61
85 H -0.06 7.65 -7.07
86 N -0.62 -0.38 -0.23
87 H 1.17 2.32 4.79
88 C 4.87 -6.06 4.41
89 F -0.32 -3.14 0.43
90 H -4.91 0.44 0.55
91 O -1.94 -3.30 -6.68
92 Cl -5.78 0.12 -1.41
93 H 1.90 -7.94 -4.64
94 F -7.06 -0.14 -3.67
95 C 1.82 -1.52 6.19
96 C 4.00 -1.43 7.01
97 C -2.37 -4.90 -4.98

For the LUMO energy, the calculation gives -4.76 eV. The calculation puts the HOMO energy at -7.076 eV. The total charge is +1. The orbital gap is 2.320 eV.

Atomic partial charges in e from the Mulliken method, atoms 1 to 5: H 0.30; H 0.46; H 0.15; H 0.31; H 0.26

[5]
Here is an isolated ion of composition C3H4NO3 and charge -1 from the Open Molecules 2025 dataset. Energies are from wB97M-V/def2-TZVPD.

Geometry (Å):
1 O 0.83 2.37 0.27
2 H 0.86 -0.66 1.37
3 O -1.51 -1.60 1.06
4 C 0.20 -0.22 0.59
5 C -0.93 -1.21 0.10
6 H 1.28 -0.36 -1.20
7 H -0.26 0.55 1.28
8 N 1.13 0.21 -0.40
9 O -1.18 -1.22 -1.12
10 H 1.83 1.88 -1.37
11 C 1.27 1.55 -0.50

For the LUMO energy, the calculation gives 3.93 eV. The calculation puts the HOMO energy at -4.142 eV. The total charge is -1. The orbital gap is 8.067 eV.

Atomic partial charges in e from the natural (NBO) method, atoms 1 to 5: O -0.65; H 0.17; O -0.74; C -0.39; C 0.77